Molecular formula: C27H47N3O8
Method: DFT, ωB97M-V/def2-TZVPD

XYZ file:
```
85
Properties=species:S:1:pos:R:3:mulliken_charge:R:1
C 0.551 -1.618 0.979 -1.624
C 0.464 -1.382 -0.496 0.639
C 1.175 -0.343 -1.088 -1.298
C 1.083 -0.156 -2.463 -1.319
C 0.286 -0.954 -3.285 0.428
C 0.273 -0.659 -4.772 0.341
C -1.095 -0.694 -5.452 -1.568
C 1.281 -1.531 -5.521 -1.401
C -0.422 -2.002 -2.676 1.033
O -1.160 -2.813 -3.497 -0.237
C -2.118 -3.655 -2.884 -0.442
C -3.103 -4.046 -3.924 -0.103
C -4.391 -3.712 -3.967 0.614
N -5.203 -2.960 -3.104 -0.589
C -4.959 -4.318 -5.209 0.494
O -6.037 -4.229 -5.662 -0.495
O -3.956 -5.033 -5.822 -0.320
C -2.800 -4.877 -5.105 0.126
O -1.751 -5.298 -5.439 -0.499
C -0.322 -2.202 -1.305 -0.114
H 1.188 -2.474 1.200 0.439
H -0.424 -1.806 1.414 0.220
H 0.998 -0.767 1.480 0.294
H 1.795 0.311 -0.497 0.665
H 1.647 0.646 -2.920 0.393
H 0.634 0.364 -4.868 0.479
H -1.854 -0.179 -4.871 0.358
H -1.413 -1.719 -5.600 0.200
H -1.013 -0.254 -6.441 0.490
H 1.219 -1.319 -6.584 0.390
H 1.130 -2.586 -5.324 0.320
H 2.279 -1.235 -5.211 0.370
H -2.652 -3.144 -2.090 0.226
H -1.623 -4.554 -2.515 0.372
H -5.112 -1.972 -3.323 0.316
H -4.910 -3.067 -2.141 0.313
H -0.841 -3.014 -0.820 0.457
C -5.048 0.269 5.536 -0.739
O -5.555 0.841 4.345 -0.349
C -5.222 2.214 4.172 -0.800
C -4.334 2.396 2.961 -0.195
N -3.017 1.815 3.188 -0.321
C -2.165 1.767 2.003 -0.848
C -2.603 0.876 0.846 -0.489
O -2.580 -0.508 1.148 -0.230
C -3.766 -1.035 1.716 -0.818
H -5.431 -0.748 5.598 0.244
H -3.953 0.232 5.535 0.311
H -5.385 0.825 6.416 0.354
H -4.741 2.615 5.068 0.410
H -6.154 2.764 4.014 0.394
H -4.220 3.465 2.759 0.373
H -4.848 1.942 2.103 0.187
H -3.133 0.874 3.541 0.120
H -1.178 1.427 2.326 0.419
H -2.038 2.787 1.625 0.402
H -1.880 1.015 0.037 0.287
H -3.582 1.162 0.444 0.399
H -4.655 -0.511 1.358 0.354
H -3.743 -1.004 2.808 0.251
H -3.836 -2.083 1.419 0.301
C 4.521 2.610 4.735 -0.729
O 5.455 3.341 3.965 -0.349
C 6.735 2.727 3.866 -0.798
C 7.030 2.337 2.435 -0.217
N 6.164 1.247 2.003 -0.307
C 6.242 0.940 0.577 -0.755
C 5.762 2.001 -0.407 -0.473
O 4.370 2.253 -0.346 -0.340
C 3.969 3.243 0.584 -0.691
H 3.616 3.211 4.807 0.243
H 4.270 1.651 4.268 0.306
H 4.899 2.426 5.745 0.349
H 6.803 1.857 4.526 0.408
H 7.480 3.458 4.195 0.386
H 8.071 2.013 2.360 0.386
H 6.910 3.237 1.815 0.196
H 5.207 1.483 2.231 0.077
H 5.647 0.039 0.407 0.369
H 7.277 0.684 0.334 0.416
H 5.952 1.618 -1.414 0.350
H 6.323 2.939 -0.319 0.342
H 4.731 4.017 0.708 0.362
H 3.730 2.811 1.560 0.191
H 3.061 3.709 0.198 0.295
```

Output
LUMO level ... -0.61 eV
Gap between HOMO and LUMO ... 7.786 eV
E_HOMO ... -8.40 eV